Entry 1:
C20H27BrN2O3 | ωB97M-V/def2-TZVPD

ORCA input file:
```
! RIJCOSX wB97M-V def2-TZVPD def2/J DEFGRID3
* xyz 0 1
N 1.30 0.62 0.42
C -1.26 -0.65 2.72
H -2.85 -0.46 -2.24
H -4.30 1.51 -2.30
C 0.85 4.18 1.02
C -2.79 -0.53 2.45
C -0.35 0.07 1.80
C -3.17 0.03 1.10
H -0.99 -1.70 2.75
C 0.69 -2.78 0.37
Br 4.85 -1.05 -0.49
H -3.21 -1.53 2.53
H 2.41 -3.95 0.14
N -0.44 1.38 1.40
H -5.03 2.58 -0.19
H -1.81 2.63 1.04
H 0.96 3.75 2.01
H 2.05 -0.64 -4.25
H -0.36 -2.69 0.17
H -1.06 -0.28 3.73
C 0.76 -0.41 1.18
O 1.62 -1.01 -2.24
C 1.38 -3.79 -0.13
H 0.82 -1.84 -3.98
H -2.13 -1.43 -0.08
H -4.33 1.61 1.96
H -3.27 0.06 3.22
C -3.98 1.11 -1.36
O 3.96 0.56 1.54
C 1.75 -1.43 -3.53
C 2.81 -2.54 -3.68
H 1.53 3.08 -0.74
C 3.70 0.17 0.46
H 1.71 4.81 0.82
H 2.72 1.47 -0.83
H 3.79 -2.19 -3.36
H -0.19 3.24 -0.61
H 2.55 -3.42 -3.09
C -4.00 1.15 1.04
C 2.51 0.51 -0.38
H 2.35 -0.22 -1.27
C 0.56 1.71 0.57
H 2.90 -2.86 -4.73
C -4.40 1.70 -0.17
H 0.95 -4.48 -0.84
C -3.16 -0.01 -1.31
C 0.71 3.05 -0.03
H 1.34 -2.08 2.31
C -2.76 -0.55 -0.09
H 2.41 -1.75 1.00
H -0.06 4.77 1.06
C 1.36 -1.76 1.27
O -1.40 2.26 1.84
*
```

Summary:
LUMO   0.066 eV
Highest occupied orbital energy   -6.5 eV
Kohn-Sham gap   6.548 eV
Energy above the lowest of the compared OMol25 structures with the same formula, charge and spin   5.295 eV
Largest force on an atom   0.020 Eh/bohr

Formally, the Löwdin partial charges of the atoms, in units of the elementary charge, are as follows: 0.10 -0.07 0.11 0.10 -0.06 -0.11 -0.13 -0.25 0.11 -0.15 0.78 0.12 0.07 0.00 0.10 0.13 0.08 0.08 0.08 0.13 -0.11 -0.33 0.02 0.08 0.10 0.11 0.11 -0.09 0.06 -0.49 -0.13 0.11 -0.83 0.07 0.13 0.03 0.12 0.05 -0.07 -0.16 0.03 -0.16 0.06 -0.09 0.06 -0.06 -0.11 0.13 -0.03 0.08 0.07 -0.10 0.10

Entry 2:
C5H11N3 | ωB97M-V/def2-TZVPD

ORCA input file:
```
! RIJCOSX wB97M-V def2-TZVPD def2/J DEFGRID3
* xyz 0 1
H 0.87 -1.35 1.50
H -0.14 2.39 -0.62
N 0.32 1.31 -0.89
H -1.32 -0.38 -1.85
C 2.13 -0.67 -0.40
C -1.63 0.44 0.83
H -1.34 0.15 1.99
C -0.38 0.17 -0.12
C -1.08 -0.80 -0.77
H 2.48 0.22 1.58
H 1.47 1.07 -0.21
H 1.74 -0.33 -1.54
H -0.75 -1.96 -0.77
N -2.38 -0.50 0.15
H -1.93 1.66 0.85
H -3.30 0.03 -0.27
N 2.07 0.37 0.60
H 2.98 -1.55 -0.37
C 0.82 -0.51 0.59
*
```

Summary:
LUMO   0.674 eV
Highest occupied orbital energy   -8.0 eV
Kohn-Sham gap   8.703 eV
Energy above the lowest of the compared OMol25 structures with the same formula, charge and spin   9.043 eV
Largest force on an atom   0.191 Eh/bohr

Formally, the Löwdin partial charges of the atoms, in units of the elementary charge, are as follows: 0.19 0.12 -0.07 0.15 -0.14 -0.28 0.13 -0.62 -0.15 0.18 0.05 0.17 0.16 -0.06 0.15 0.16 -0.07 0.14 -0.18

Entry 3:
C12H40O8 | ωB97M-V/def2-TZVPD

ORCA input file:
```
! RIJCOSX wB97M-V def2-TZVPD def2/J DEFGRID3
* xyz -1 2
H 2.76 -0.44 -0.73
C 4.68 -0.03 -1.53
C 2.60 -1.85 3.70
C 1.51 3.58 1.05
H -2.71 1.52 4.05
C -1.08 -2.81 0.58
C 2.31 -0.62 2.81
C 1.49 2.44 0.06
C -2.22 -1.85 -4.65
O 0.94 -0.74 2.41
H 2.69 2.06 -1.46
H -1.24 2.49 2.86
H 0.52 3.86 1.42
H -0.22 0.33 1.92
C -2.30 0.77 3.37
H -2.03 -2.57 -3.85
C 3.19 -0.35 -1.73
H 2.19 3.22 1.82
H -2.26 0.58 -1.33
H -1.50 0.18 3.81
O 0.07 -0.34 -1.37
H 2.83 -0.67 1.85
H 4.84 1.03 -1.33
H 2.02 -1.91 4.62
H 1.43 1.47 0.56
H 0.69 2.63 -0.66
C -1.73 1.66 2.34
H 1.93 4.46 0.56
O -1.62 -0.61 -4.28
O 2.65 0.56 -2.65
H -2.64 1.92 1.79
H 0.71 -3.63 0.37
O 0.23 -3.06 0.99
H -4.10 -0.71 -2.23
H 3.65 -1.86 3.97
H -5.66 0.07 -0.44
H -1.74 -2.20 -5.56
H 0.79 -0.37 -1.99
H 3.01 0.23 -3.48
H -0.84 -2.50 -0.44
O -2.85 0.94 -2.00
H -1.42 -1.96 1.17
O 2.72 2.57 -0.64
H -1.87 -3.56 0.64
H 0.64 -1.57 2.04
H -5.04 1.69 -0.46
C -4.12 0.34 -1.94
H -3.11 0.16 2.97
H -4.68 0.86 -2.72
O -0.86 0.92 1.50
H -1.88 -0.38 -3.39
H 5.27 -0.39 -2.37
H 2.26 -2.78 3.24
C -4.74 0.65 -0.57
H -4.07 0.29 0.22
H 3.14 -1.38 -2.06
H -3.27 -1.65 -4.87
H 2.50 0.37 3.22
H 5.04 -0.57 -0.66
H 0.49 -0.48 -0.51
*
```

Summary:
LUMO (spin up / spin down)   2.940 / 2.895 eV
Highest occupied orbital energy (spin up / spin down)   0.5 / -7.1 eV
Kohn-Sham gap (spin up / spin down)   2.439 / 10.004 eV
Energy above the lowest of the compared OMol25 structures with the same formula, charge and spin   1.855 eV
Largest force on an atom   0.059 Eh/bohr

Formally, the Löwdin partial charges of the atoms, in units of the elementary charge, are as follows: 0.09 -0.10 -0.12 -0.09 0.07 -0.25 -0.26 -0.32 -0.17 -0.15 0.03 0.10 0.06 0.00 -0.11 0.07 -0.39 0.07 0.06 0.08 -0.06 0.09 0.07 0.06 0.08 0.12 -0.33 0.07 -0.14 -0.09 0.10 -0.01 -0.33 0.10 0.06 0.06 0.07 0.01 0.10 0.06 -0.09 0.06 -0.10 0.06 0.04 0.07 -0.31 0.07 0.11 -0.11 0.02 0.06 0.06 -0.08 0.06 0.07 0.07 0.11 0.06 0.00

| no. | calculated total energy (a.u.) |
| --- | --- |
| 1 | -3687.37907 |
| 2 | -361.05708 |
| 3 | -1082.96340 |